The following is a DFT calculation (ωB97M-V/def2-TZVPD) of C23H35BrN5O2PPd as an isolated structure in a non-equilibrium geometry.

The geometry in XYZ format:
```
68
Properties=species:S:1:pos:R:3:forces:R:3:mulliken_charge:R:1
Pd 1.2337 -0.9602 0.2903 -0.684 0.681 0.282 -0.059
O -0.2237 0.4356 1.6890 -0.273 0.102 0.245 -0.303
C -0.2668 -0.1107 3.0023 -0.230 0.186 0.207 -0.779
C 1.0107 -0.8526 3.3313 -0.317 0.351 0.188 0.522
C 1.4955 -0.8580 4.6367 -0.034 -0.202 -0.308 -0.852
C 2.6320 -1.5903 4.9384 -0.154 -0.065 -0.239 -0.519
C 3.2597 -2.2983 3.9224 -0.212 0.126 -0.147 -0.675
C 2.7216 -2.2419 2.6483 0.447 -0.472 0.018 -0.628
N 1.6236 -1.5390 2.3622 -0.266 0.700 -1.214 0.773
H -1.1112 0.7338 1.4465 0.125 -0.049 0.038 0.266
H -1.1104 -0.8099 3.0959 0.119 0.077 0.029 0.392
H -0.4130 0.6980 3.7295 0.050 -0.240 -0.011 0.453
H 0.9739 -0.3044 5.4004 -0.066 0.106 0.066 0.536
H 3.0098 -1.6283 5.9466 0.085 0.069 0.138 0.476
H 4.1502 -2.8751 4.1117 0.047 -0.113 -0.040 0.513
H 3.1689 -2.8092 1.8365 -0.029 0.170 0.009 0.501
O 1.3242 -0.0058 -1.8114 -1.794 -0.996 1.223 -0.767
P 2.7315 0.3605 -1.5305 3.644 0.017 -0.996 -0.990
N 3.7040 -1.0191 -1.5624 -0.957 1.479 0.021 1.087
C 5.0683 -1.1888 -2.0414 0.415 0.095 -0.213 -0.354
C 5.4336 -2.5886 -1.5502 -0.071 0.037 -0.077 -0.910
C 4.1138 -3.3626 -1.6701 0.166 -0.011 0.037 -0.751
C 3.0192 -2.2996 -1.5469 -0.946 -0.534 0.561 0.270
N 2.8119 0.8679 0.0955 -1.223 -1.137 -0.579 1.164
C 2.0925 2.1281 0.3378 -0.682 0.633 0.524 -0.891
C 2.4342 2.4395 1.7857 0.117 -0.015 -0.057 -0.275
C 3.9138 2.0628 1.8623 -0.136 0.011 -0.026 -0.818
C 4.0395 0.8621 0.9112 0.727 -0.437 0.550 -0.361
N 3.2569 1.5642 -2.5222 -0.548 -1.164 0.990 0.279
C 2.8012 1.5123 -3.9171 -0.512 -0.181 -0.612 -0.576
C 3.5954 2.6177 -4.5964 0.079 -0.050 0.122 -0.734
C 4.9305 2.5856 -3.8559 -0.085 -0.024 0.021 -0.789
C 4.5177 2.2955 -2.4147 0.386 0.480 0.485 -0.190
H 5.7239 -0.4207 -1.6343 0.067 0.011 -0.047 0.268
H 5.1125 -1.1505 -3.1358 0.042 0.076 0.031 0.332
H 5.7809 -2.5540 -0.5170 -0.023 0.051 0.017 0.302
H 6.2180 -3.0345 -2.1572 0.062 0.022 0.055 0.418
H 4.0254 -4.1367 -0.9104 -0.027 -0.040 -0.042 0.377
H 4.0521 -3.8463 -2.6449 -0.050 0.000 0.044 0.339
H 2.4262 -2.3518 -0.5767 0.800 -0.685 -0.950 -0.166
H 2.2854 -2.3766 -2.3612 0.126 -0.059 0.163 0.246
H 1.0229 1.9923 0.1610 0.197 0.082 -0.047 0.276
H 2.4642 2.9156 -0.3273 0.028 -0.128 -0.009 0.465
H 1.8438 1.8019 2.4455 -0.047 0.056 0.009 -0.203
H 2.2602 3.4788 2.0465 -0.105 0.042 0.007 0.499
H 4.2214 1.8154 2.8769 0.086 -0.018 -0.070 0.392
H 4.5337 2.8898 1.5144 -0.011 -0.037 0.009 0.347
H 4.0937 -0.0841 1.4646 0.077 0.205 -0.210 0.205
H 4.9351 0.9462 0.2917 -0.103 -0.114 -0.027 0.156
H 1.7215 1.6613 -3.9524 0.077 0.006 -0.120 0.320
H 3.0285 0.5373 -4.3645 -0.004 0.048 -0.033 0.327
H 3.1059 3.5775 -4.4407 -0.054 0.058 -0.042 0.323
H 3.7027 2.4449 -5.6631 -0.050 0.033 -0.051 0.377
H 5.4696 3.5246 -3.9332 0.109 0.015 0.001 0.403
H 5.5670 1.7890 -4.2384 0.028 -0.056 -0.032 0.300
H 4.3333 3.2290 -1.8744 0.116 0.010 0.021 0.286
H 5.2708 1.7295 -1.8644 0.085 0.042 -0.041 0.176
Br -0.8336 -4.0879 -3.8720 -0.105 0.115 0.546 -0.081
C -0.9472 -3.8454 -1.9933 0.025 0.110 -0.057 -0.305
C -1.4053 -4.8570 -1.1536 0.119 0.329 -0.220 -0.123
C -1.3997 -4.6259 0.2131 0.042 0.231 -0.039 -0.932
C -0.9048 -3.4239 0.6967 -0.111 -0.258 0.354 -0.058
N -0.4790 -2.4570 -0.1140 1.453 0.711 0.096 -0.126
C -0.5189 -2.6447 -1.4321 -0.254 -0.150 -0.778 -0.309
H -1.7618 -5.7880 -1.5691 0.013 -0.079 0.022 0.476
H -1.7561 -5.3816 0.8941 -0.036 -0.016 0.117 0.446
H -0.8594 -3.2212 1.7587 0.071 -0.067 -0.001 0.350
H -0.2343 -1.8074 -2.0642 0.169 -0.174 0.087 0.884
```
Positions in Å, forces in eV/Å.

Its gap between HOMO and LUMO is 6.3 eV. For the HOMO energy, the calculation gives -14.463 eV. As for the multiplicity: 1. As for the LUMO energy: -8.167 eV. Its net charge is +2. As for the electronic energy: -4364.46381 a.u.

The following is a DFT calculation (ωB97M-V/def2-TZVPD) of C4H24O8 as an isolated structure in a non-equilibrium geometry.

The geometry in XYZ format:
```
36
Properties=species:S:1:pos:R:3:forces:R:3:mulliken_charge:R:1
O -17.4383 17.7202 -4.5136 2.862 -4.151 -2.352 -0.749
H -17.4317 18.0979 -5.3931 -0.419 -0.715 -0.399 0.556
H -16.5192 17.7191 -4.2460 0.268 -0.544 0.337 0.323
O -14.7330 17.8382 -5.1583 1.781 -3.244 0.546 -0.832
H -15.3597 18.5573 -5.2392 0.155 0.441 0.454 0.311
H -13.9556 18.1436 -5.6258 0.179 -0.245 0.171 0.319
O -16.0976 19.4516 -5.8885 1.503 1.209 0.315 -0.765
H -15.6120 19.2220 -6.6808 -0.296 -0.056 -1.109 0.873
H -15.9890 20.3990 -5.8065 0.705 0.229 0.533 0.514
O -15.4504 19.0671 -8.1395 1.503 -0.478 -1.428 -0.504
H -15.8480 19.1900 -9.0015 -0.345 0.139 -0.123 0.264
H -14.6475 18.5758 -8.3134 0.430 -0.249 -0.155 0.246
C -16.2872 22.3838 -6.2218 -0.044 0.054 -0.418 -1.197
O -15.2667 21.7479 -5.4431 -0.664 2.191 -0.574 -0.673
H -16.2680 21.9387 -7.2166 0.682 0.917 -0.189 0.328
H -17.2498 22.0312 -5.8513 -0.186 0.753 0.472 0.239
H -16.1667 23.4649 -6.2913 -0.256 -0.124 0.229 0.465
H -14.6349 22.4170 -5.1697 0.147 -0.226 0.212 0.396
C -17.7238 20.1605 -3.5987 -1.431 -0.526 -0.140 0.497
O -18.6849 19.1003 -3.4520 -1.721 4.800 2.844 -0.695
H -17.2471 19.9624 -4.5587 0.498 1.054 2.625 0.613
H -18.1780 21.1438 -3.7209 -0.543 0.005 0.041 0.236
H -17.0388 20.2955 -2.7617 0.364 -0.453 0.127 0.225
H -18.2374 18.3774 -3.8979 -0.752 -0.251 0.700 0.643
C -17.8431 19.9464 -7.3664 -1.758 0.411 -3.474 -1.423
O -18.3162 19.6085 -6.1735 -3.174 -0.124 2.078 -0.552
H -17.5378 19.0129 -7.8391 0.378 0.489 -0.761 0.373
H -18.7010 20.3257 -7.9215 0.031 0.215 -0.504 0.314
H -17.1092 20.7487 -7.2902 -0.493 -1.070 -1.096 0.321
H -17.4818 19.5528 -5.7022 -1.254 -0.219 -0.168 -0.896
C -13.5640 20.1964 -4.2369 0.051 -0.338 -0.250 -0.232
O -13.8000 20.3929 -2.8730 0.125 0.571 1.039 -0.521
H -13.1350 19.2216 -4.4686 0.698 0.274 0.446 0.243
H -14.4408 20.2689 -4.8804 0.838 -0.167 0.989 0.151
H -12.8939 21.0212 -4.4796 0.265 -0.199 -0.324 0.291
H -14.4783 19.8766 -2.4315 -0.129 -0.372 -0.694 0.297
```
Positions in Å, forces in eV/Å.

Its gap between HOMO and LUMO is 8.3 eV. For the HOMO energy, the calculation gives -8.602 eV. As for the multiplicity: 1. As for the LUMO energy: -0.337 eV. As for the electronic energy: -768.38821 a.u.

The following is a DFT calculation (ωB97M-V/def2-TZVPD) of C14H14F24KN4O19S8 as an isolated structure in a non-equilibrium geometry.

The geometry in XYZ format:
```
84
Properties=species:S:1:pos:R:3:forces:R:3:mulliken_charge:R:1
K 5.0512 2.3290 3.3113 -0.654 -0.191 0.100 1.159
C 0.6358 5.3953 3.9187 0.913 -1.580 1.601 0.428
F 1.3181 6.1933 4.7489 0.147 0.578 -0.434 -0.243
F -0.6170 5.3794 4.3607 -0.553 0.077 -0.267 -0.240
F 0.6811 5.8255 2.6802 -0.025 0.392 -0.296 -0.152
S 1.3941 3.6599 4.0325 -0.715 -0.224 1.136 0.874
O 0.3897 2.7796 3.4937 0.482 0.918 0.151 -0.531
O 2.6447 3.7682 3.3396 0.369 0.325 -0.507 -0.371
N 1.6595 3.5136 5.6877 -0.526 1.118 -2.061 -0.557
S 1.8612 1.9702 5.8917 -1.171 -2.128 -0.274 0.955
O 0.6348 1.2316 5.6833 0.710 -0.032 0.734 -0.601
O 3.0369 1.4782 5.1887 -0.312 0.180 1.168 -0.465
C 2.0385 1.8006 7.7941 0.438 0.533 -1.642 0.358
F 1.0518 2.4089 8.4498 -0.340 0.183 0.038 -0.246
F 2.0010 0.5170 8.0804 0.038 -0.477 0.191 -0.202
F 3.1856 2.3152 8.2153 0.407 0.101 0.427 -0.192
C 4.8863 -2.4237 1.5325 -0.717 0.825 0.569 0.428
F 5.7466 -2.9036 2.4275 -0.223 -0.581 -0.069 -0.229
F 5.5381 -1.4794 0.8555 -0.055 0.099 -0.315 -0.158
F 4.4809 -3.3494 0.6660 0.414 -0.488 0.176 -0.231
S 3.3669 -1.5998 2.2917 -0.858 -0.953 -0.381 1.051
O 3.8935 -0.4259 2.9493 0.031 -0.814 -0.008 0.004
O 2.5100 -1.3920 1.1469 0.782 -0.179 0.233 -0.694
N 2.7371 -2.8607 3.2786 1.504 2.125 -2.134 -0.692
S 1.6358 -2.0977 4.0981 -0.926 1.990 2.921 1.214
O 2.1039 -1.6973 5.4101 -0.270 -0.966 -0.332 -0.640
O 0.8783 -1.0541 3.4390 0.157 -1.426 -0.344 -0.554
C 0.4442 -3.5003 4.4720 0.101 0.740 -0.253 0.342
F -0.6611 -3.0231 5.0567 -0.063 0.201 -0.109 -0.227
F 0.0719 -4.1302 3.3536 -0.108 -0.304 -0.145 -0.243
F 0.9531 -4.3908 5.3181 0.376 -0.449 0.050 -0.244
C 6.9000 1.9085 0.1472 0.028 0.568 -0.613 0.643
F 7.1603 1.3773 -1.0610 0.282 0.369 0.062 -0.251
F 5.7457 1.3635 0.5231 0.133 0.198 0.672 -0.178
F 7.8875 1.6085 0.9648 -0.187 -0.182 0.189 -0.128
S 6.7622 3.7902 -0.0436 0.335 0.465 0.840 0.903
O 8.0734 4.3132 -0.3158 -0.029 -0.741 0.278 -0.659
O 5.7924 3.9219 -1.1021 0.084 -0.293 0.506 -0.573
N 6.2575 4.3091 1.5450 0.009 -1.259 -2.707 -0.325
S 5.2988 5.5075 1.1249 -1.774 1.943 -0.046 0.847
O 6.0273 6.5461 0.4202 -0.344 -0.160 0.140 -0.680
O 3.9869 5.1573 0.6006 1.020 0.188 0.688 -0.449
C 4.8774 6.3601 2.7769 0.005 -1.315 0.038 0.525
F 5.8428 7.2126 3.0899 0.194 0.267 0.222 -0.255
F 3.7222 7.0133 2.7218 -0.010 0.399 -0.629 -0.232
F 4.7243 5.4735 3.7654 0.583 -0.131 0.100 -0.131
C 7.6077 -0.4800 4.0021 0.065 0.607 1.393 0.705
F 8.5130 -1.4571 3.9003 0.041 -0.064 -0.562 -0.262
F 7.0558 -0.1853 2.8361 0.290 -0.103 -0.264 -0.172
F 6.6465 -0.9063 4.8056 0.012 0.103 0.201 -0.174
S 8.5359 1.0507 4.6689 -0.862 1.681 -2.831 0.752
O 9.3941 0.6558 5.7417 -0.640 -0.327 0.367 -0.583
O 9.1952 1.5294 3.4675 -0.487 -0.423 0.707 -0.659
N 7.2275 2.1492 4.9520 2.381 -2.130 0.175 -0.442
S 7.1927 2.2712 6.5309 -0.073 0.924 2.412 0.887
O 6.6700 1.1074 7.2186 0.052 0.640 -0.364 -0.628
O 8.3882 2.8816 7.1015 -0.826 -0.241 -0.360 -0.678
C 5.9195 3.6557 6.7895 1.044 -0.372 -0.319 0.597
F 4.7390 3.3508 6.2942 -0.168 0.085 -0.078 -0.027
F 5.8406 3.8852 8.1001 -0.313 -0.299 0.264 -0.250
F 6.3432 4.8001 6.2447 0.026 0.018 -0.366 -0.231
C 2.9315 2.0079 0.1641 0.118 0.982 -0.465 -0.110
O 1.5758 2.3627 -0.0294 -0.497 -0.672 -0.135 -0.457
C 1.4015 3.7558 -0.1924 0.098 -1.173 0.296 0.289
C -0.0369 4.0920 -0.5303 0.275 0.790 -0.722 -0.772
O -0.9672 3.8190 0.4686 0.115 -0.604 1.090 0.119
C -2.3343 4.1104 0.2395 2.395 0.408 -1.439 -0.834
C -2.9248 3.1731 -0.8225 -0.219 0.123 1.167 -0.687
O -2.4506 1.8678 -0.6494 -0.204 -0.709 0.435 -0.119
C -3.2067 0.9605 -1.4109 -0.040 0.754 -1.201 -0.861
H 3.3434 2.6107 0.9807 0.048 -0.231 0.155 -0.097
H 3.4950 2.2990 -0.7310 0.189 -0.012 -0.048 0.368
H 3.0715 0.9432 0.3191 -0.498 -0.048 0.222 0.159
H 1.9991 4.0715 -1.0572 0.100 0.350 0.049 0.306
H 1.7912 4.2283 0.7104 -0.268 0.465 -0.076 -0.228
H -0.2953 3.6567 -1.5039 -0.083 -0.528 0.122 0.286
H 0.0153 5.1718 -0.7555 -0.300 0.261 0.221 0.310
H -2.2823 5.0942 -0.2555 -0.864 0.331 0.344 0.397
H -2.7805 4.1676 1.2261 -0.380 -0.325 -0.120 0.300
H -2.6458 3.5654 -1.8065 -0.225 -0.150 -0.190 0.352
H -4.0129 3.1951 -0.6622 -0.125 0.071 -0.481 0.420
H -3.0952 1.2813 -2.4616 -0.282 -0.233 -0.110 0.325
H -4.2778 1.0058 -1.1765 -0.005 -0.021 0.194 0.299
H -2.8791 -0.0757 -1.3878 0.428 0.161 0.650 0.244
```
Positions in Å, forces in eV/Å.

Its gap between HOMO and LUMO is 7.6 eV. For the HOMO energy, the calculation gives -2.383 eV. As for the multiplicity: 1. As for the LUMO energy: 5.261 eV. Its net charge is -3. As for the electronic energy: -8372.63905 a.u.